Record 1
A structure of composition C16H50BN2O10Rb at a distorted geometry, computed with the ωB97M-V functional and the def2-TZVPD basis.

```
80
Properties=species:S:1:pos:R:3:lowdin_charge:R:1
Rb 1.50 -1.64 2.10 0.8807
B -0.61 1.11 1.28 -0.4354
H -1.71 1.30 1.53 0.0337
H -0.61 0.69 0.21 0.0145
H 0.07 2.03 1.33 0.0133
H -0.24 0.32 2.00 -0.0644
C -2.96 -1.52 2.67 -0.2301
C -3.38 -0.90 4.01 -0.2408
O -3.09 0.48 4.05 -0.0629
O -1.58 -1.53 2.41 -0.1488
H -3.50 -1.11 1.82 0.1204
H -3.36 -2.54 2.79 0.1182
H -3.02 -1.45 4.89 0.1152
H -4.44 -1.04 4.23 0.1185
H -2.18 0.65 3.77 0.0442
H -1.30 -0.68 2.03 -0.0390
C -3.40 2.27 -0.87 -0.2189
C -3.35 0.97 -1.65 -0.2528
O -3.19 -0.15 -0.81 -0.0661
O -2.09 2.86 -0.71 -0.1041
H -3.84 2.17 0.13 0.1259
H -3.95 3.00 -1.47 0.1176
H -2.57 1.11 -2.41 0.1212
H -4.28 0.92 -2.22 0.1166
H -2.44 0.03 -0.24 0.0293
H -1.48 2.27 -0.21 0.0032
C 2.03 4.03 0.56 -0.2307
C 2.85 3.83 1.82 -0.2027
O 3.99 2.97 1.56 -0.0864
O 2.86 4.48 -0.52 -0.0550
H 1.21 4.70 0.78 0.1305
H 1.65 3.04 0.34 0.0758
H 2.29 3.30 2.59 0.1133
H 3.18 4.75 2.30 0.1212
H 4.51 3.46 0.91 0.0847
H 2.36 4.71 -1.30 0.0912
C -0.50 3.24 4.46 -0.2053
C -1.72 3.88 3.74 -0.2251
O -1.39 4.05 2.38 -0.0690
O -0.26 1.86 4.15 -0.0968
H -0.60 3.26 5.54 0.1145
H 0.41 3.81 4.23 0.1040
H -1.97 4.85 4.17 0.1166
H -2.61 3.27 3.91 0.1159
H -1.40 3.18 1.95 0.0113
H -0.25 1.78 3.18 -0.0079
C 4.35 0.26 -1.05 -0.0387
C 2.86 0.64 -1.06 -0.4109
C 2.00 -0.28 -1.94 -0.2109
O 2.50 -0.42 -3.24 -0.1671
C 1.78 -1.37 -4.03 -0.0791
N 2.38 0.63 0.31 -0.0090
H 4.69 -0.15 -2.01 0.0755
H 4.53 -0.57 -0.35 0.0715
H 5.03 1.02 -0.66 0.0738
H 2.84 1.64 -1.51 0.1378
H 0.99 0.13 -2.04 0.1269
H 1.84 -1.21 -1.38 0.1204
H 1.69 -2.36 -3.59 0.0653
H 2.19 -1.49 -5.04 0.0900
H 0.79 -0.94 -4.19 0.0839
H 2.86 1.38 0.81 0.0506
H 1.41 0.91 0.41 -0.0103
C 1.81 -5.29 -2.92 -0.0560
C 0.36 -5.74 -2.67 -0.4146
C -0.70 -4.60 -2.78 -0.2386
O -0.36 -3.62 -1.86 -0.2014
C -1.14 -2.42 -1.95 -0.0698
N 0.02 -6.82 -3.60 0.0174
H 2.38 -6.19 -3.15 0.0740
H 2.31 -4.92 -2.02 0.0728
H 1.93 -4.62 -3.76 0.0664
H 0.23 -6.19 -1.68 0.1343
H -1.69 -5.07 -2.65 0.1213
H -0.66 -4.28 -3.83 0.1253
H -1.12 -1.97 -2.95 0.0858
H -0.70 -1.77 -1.20 0.0752
H -2.15 -2.78 -1.76 0.0948
H 0.08 -6.55 -4.58 0.0701
H -0.95 -7.08 -3.48 0.0643
```

Properties
- maximum force (eV Å⁻¹) = 2.009
- energy (eV) = -42185.8519
- HOMO-LUMO gap (eV) = 8.731
- charge = 0

***

Record 2
A cluster of 8 separate species, C16H50N4O13 in total at a distorted geometry, computed with the ωB97M-V functional and the def2-TZVPD basis.

```
83
Properties=species:S:1:pos:R:3:lowdin_charge:R:1
N -13.39 -10.91 0.84 0.2648
H -12.73 -10.91 0.07 0.1137
H -13.97 -10.07 0.85 0.1231
H -12.91 -11.01 1.78 0.0715
H -14.01 -11.73 0.70 0.0574
N -15.03 -13.90 -0.74 -0.4917
O -14.81 -13.18 0.26 -0.0395
O -16.24 -14.02 -1.15 -0.0527
O -14.12 -14.40 -1.41 0.0077
C -17.38 -16.01 1.66 -0.2552
C -16.26 -16.94 1.21 -0.2497
O -15.70 -17.49 2.39 -0.0625
O -18.09 -15.42 0.58 -0.0721
H -17.05 -15.23 2.36 0.1158
H -18.12 -16.62 2.18 0.1213
H -15.44 -16.42 0.70 0.1006
H -16.76 -17.58 0.47 0.1192
H -14.75 -17.54 2.29 0.0760
H -17.47 -14.89 0.05 0.0386
C -10.59 -13.42 -0.65 -0.1906
C -10.62 -13.51 -2.19 -0.2335
O -10.59 -12.18 -2.73 -0.0733
O -11.90 -12.99 -0.24 -0.1325
H -9.79 -12.77 -0.29 0.1180
H -10.52 -14.43 -0.24 0.1208
H -11.43 -14.07 -2.65 0.1156
H -9.68 -14.02 -2.46 0.1154
H -10.55 -12.32 -3.68 0.0857
H -12.50 -13.74 -0.31 0.0516
C -17.99 -13.10 -4.07 -0.2527
C -19.35 -12.89 -4.71 -0.2225
O -19.56 -11.49 -4.99 -0.0915
O -18.03 -12.69 -2.73 -0.0778
H -17.27 -12.52 -4.66 0.1139
H -17.75 -14.17 -4.13 0.1204
H -20.21 -13.20 -4.10 0.1179
H -19.58 -13.38 -5.66 0.1162
H -19.42 -11.04 -4.14 0.0720
H -17.32 -13.13 -2.23 0.0268
C -14.16 -16.66 -3.77 -0.2560
C -15.01 -17.67 -3.02 -0.2218
O -15.28 -17.20 -1.70 -0.0849
O -14.82 -15.45 -4.10 -0.0684
H -13.85 -17.13 -4.71 0.1184
H -13.26 -16.42 -3.20 0.1098
H -14.66 -18.71 -2.96 0.1174
H -15.96 -17.87 -3.55 0.1184
H -15.52 -16.27 -1.74 0.0364
H -15.03 -15.01 -3.27 0.0360
C -13.35 -12.53 3.87 -0.0591
C -11.96 -11.92 3.95 -0.4047
C -10.89 -12.82 3.37 -0.2176
O -9.66 -12.57 3.98 -0.1766
C -8.61 -13.44 3.65 -0.0991
N -12.02 -10.59 3.28 0.0171
H -14.13 -11.80 4.06 0.0846
H -13.40 -13.35 4.60 0.0894
H -13.58 -13.11 2.97 0.0745
H -11.69 -11.76 5.00 0.1421
H -10.86 -12.58 2.29 0.1187
H -11.17 -13.88 3.44 0.1366
H -8.80 -14.46 4.00 0.0891
H -7.70 -13.10 4.13 0.0901
H -8.52 -13.57 2.56 0.0837
H -12.52 -9.95 3.88 0.0955
H -11.06 -10.22 3.30 0.0998
C -14.47 -11.12 -2.83 -0.0594
C -15.13 -9.94 -2.13 -0.4041
C -15.97 -9.07 -3.08 -0.1944
O -17.10 -8.41 -2.55 -0.1782
C -16.86 -7.11 -2.06 -0.1215
N -15.95 -10.41 -0.96 0.0618
H -13.81 -10.69 -3.59 0.0888
H -15.14 -11.83 -3.31 0.0772
H -13.76 -11.67 -2.21 0.0609
H -14.26 -9.37 -1.78 0.1137
H -16.33 -9.63 -3.94 0.1292
H -15.27 -8.31 -3.46 0.1214
H -17.82 -6.78 -1.66 0.0889
H -16.48 -6.35 -2.75 0.0866
H -16.21 -7.10 -1.18 0.0853
H -16.88 -10.54 -1.38 0.0708
H -15.73 -11.41 -0.98 0.0174
```

Properties
- maximum force (eV Å⁻¹) = 3.113
- energy (eV) = -49974.1198
- HOMO-LUMO gap (eV) = 9.317
- charge = 0
- energy relative to the best compared isomer or geometry (same formula, charge and spin) (kJ/mol) = 0.00

***

Record 3
A cluster of 9 separate species, C16H50O16 in total at a distorted geometry, computed with the ωB97M-V functional and the def2-TZVPD basis.

```
82
Properties=species:S:1:pos:R:3:lowdin_charge:R:1
C -2.59 -2.41 -1.70 -0.1644
O -2.32 -1.20 -2.36 -0.1151
H -2.12 -3.24 -2.25 0.0736
H -2.06 -2.49 -0.73 0.0699
H -3.65 -2.59 -1.55 0.0789
H -1.38 -1.20 -2.58 0.0370
C -3.05 3.11 1.36 -0.1661
O -3.49 4.41 0.98 -0.1101
H -1.97 3.09 1.55 0.0715
H -3.50 2.82 2.31 0.0677
H -3.31 2.40 0.58 0.0743
H -2.76 4.88 0.58 0.0712
C -5.50 0.59 2.50 -0.2554
C -4.27 -0.27 2.35 -0.2468
O -4.44 -1.36 1.44 -0.0604
O -5.88 1.28 1.34 -0.0550
H -5.31 1.33 3.28 0.1141
H -6.33 -0.03 2.88 0.1230
H -4.10 -0.69 3.35 0.1237
H -3.38 0.29 2.08 0.0862
H -4.46 -0.98 0.55 0.0691
H -6.05 0.65 0.63 0.0818
C -2.04 0.68 6.50 -0.2638
C -0.84 0.50 5.64 -0.2531
O -0.14 1.72 5.38 -0.0604
O -3.14 1.07 5.70 -0.0624
H -1.86 1.32 7.37 0.1254
H -2.23 -0.30 6.98 0.1189
H -1.09 -0.05 4.73 0.1054
H -0.11 -0.17 6.12 0.1231
H -0.72 2.27 4.84 0.0754
H -3.64 1.78 6.11 0.0864
C 2.56 4.72 -1.19 -0.2687
C 3.10 3.37 -1.61 -0.2728
O 2.77 3.08 -2.94 -0.0564
O 3.15 5.81 -1.85 -0.0559
H 2.61 4.83 -0.09 0.1168
H 1.49 4.76 -1.40 0.1205
H 2.72 2.63 -0.89 0.1099
H 4.19 3.34 -1.46 0.1183
H 2.42 2.18 -2.99 0.0378
H 4.08 5.87 -1.61 0.0837
C 0.11 -0.21 0.28 -0.2498
C -0.55 -0.10 1.60 -0.2459
O 0.10 -0.90 2.58 -0.0533
O 1.35 0.47 0.37 -0.0571
H -0.50 0.22 -0.53 0.1222
H 0.18 -1.28 0.01 0.1141
H -1.57 -0.49 1.55 0.1022
H -0.73 0.94 1.92 0.1143
H 1.03 -0.63 2.57 0.0840
H 1.81 0.44 -0.47 0.0381
C 5.29 -1.20 -2.69 -0.2266
C 4.90 -1.61 -1.31 -0.2183
O 3.58 -1.14 -1.02 -0.0874
O 4.64 -2.06 -3.63 -0.0636
H 6.37 -1.33 -2.78 0.1233
H 4.96 -0.18 -2.87 0.1276
H 5.62 -1.19 -0.60 0.1259
H 4.94 -2.69 -1.13 0.1273
H 3.34 -1.47 -0.15 0.0888
H 4.62 -1.64 -4.49 0.0862
C 1.66 -4.00 -1.05 -0.2560
C 0.86 -4.96 -0.20 -0.2455
O 0.18 -5.92 -0.98 -0.0512
O 0.91 -3.40 -2.08 -0.0629
H 2.55 -4.51 -1.45 0.1267
H 2.02 -3.20 -0.40 0.0981
H 0.17 -4.41 0.45 0.1201
H 1.56 -5.45 0.49 0.1204
H -0.75 -5.69 -0.98 0.0835
H 0.84 -4.03 -2.81 0.0963
C 0.22 0.67 -4.38 -0.2490
C 1.15 -0.27 -3.69 -0.2122
O 1.95 0.36 -2.69 -0.0906
O 0.96 1.39 -5.36 -0.0463
H -0.24 1.36 -3.67 0.1334
H -0.56 0.05 -4.84 0.1221
H 1.84 -0.67 -4.44 0.1293
H 0.62 -1.10 -3.22 0.0960
H 2.61 -0.23 -2.31 0.0461
H 0.59 2.26 -5.48 0.0928
```

Properties
- maximum force (eV Å⁻¹) = 1.751
- energy (eV) = -50158.1763
- HOMO-LUMO gap (eV) = 9.893
- charge = 0
- energy relative to the best compared isomer or geometry (same formula, charge and spin) (kJ/mol) = 73.10